ORCA calculation (wB97M-V/def2-TZVPD) on the molecule C2H7N5.

The gap between HOMO and LUMO comes out at 9.04 eV. The structure (SMILES) is NN1C=CNN1N. The value obtained for the energy above the lowest of the compared OMol25 structures with the same formula, charge and spin is 449.6 kJ/mol. The HOMO energy is -7.96 eV.

```
! wB97M-V def2-TZVPD RIJCOSX def2/J DEFGRID3
* xyz 0 1
N 1.303 1.367 -0.738
N 0.734 0.389 0.094
C 0.787 -0.906 -0.488
C -0.436 -1.370 -0.561
N -1.330 -0.414 -0.101
N -0.601 0.709 0.460
N -0.691 0.684 1.868
H 0.887 1.370 -1.648
H 2.273 1.242 -0.917
H 1.628 -1.484 -0.705
H -0.609 -2.369 -0.952
H -2.054 -0.031 -0.656
H -0.300 -0.204 2.203
H -1.590 1.017 2.141
*
```